# 1
DFT (wB97M-V/def2-TZVPD) results for a 5-piece molecular cluster, C31H37F37IN2O8P overall.

Geometry as ORCA input:
```
! wB97M-V def2-TZVPD RIJCOSX def2/J DEFGRID3
* xyz 0 1
N 0.99 0.40 -2.83
P -0.07 1.43 -2.42
O 0.35 2.95 -2.81
O -1.49 1.26 -3.17
C -0.48 1.45 -0.64
O -1.76 1.99 -0.36
C -1.78 2.83 0.78
C -1.29 4.25 0.47
C -2.35 5.22 -0.08
C -3.47 4.62 -0.93
N -2.95 3.96 -2.13
O -0.78 4.78 1.71
C 0.44 5.43 1.68
I 2.06 4.00 1.30
C 0.53 6.65 0.76
C 1.04 6.49 -0.68
C 2.52 6.84 -0.81
C 3.23 6.24 -2.01
F 4.52 5.96 -1.71
F 2.67 5.09 -2.42
C 3.27 7.18 -3.24
F 3.69 6.55 -4.33
F 4.07 8.22 -2.99
F 2.03 7.65 -3.47
H 1.33 -0.18 -2.07
H -0.35 3.51 -3.15
H -1.76 1.96 -3.77
H -0.42 0.41 -0.30
H 0.31 2.02 -0.13
H -1.16 2.43 1.59
H -2.82 2.84 1.14
H -0.46 4.15 -0.23
H -2.78 5.75 0.77
H -1.85 5.98 -0.70
H -4.14 5.44 -1.22
H -4.08 3.93 -0.34
H -1.95 3.92 -2.03
H -3.22 2.99 -2.13
H 0.64 5.72 2.71
H -0.48 7.08 0.75
H 1.16 7.38 1.27
H 0.86 5.48 -1.05
H 0.46 7.16 -1.33
H 2.64 7.92 -0.85
H 3.08 6.50 0.07
F -1.06 -5.63 -0.97
C -1.26 -6.51 0.03
F -1.92 -7.58 -0.47
C -2.10 -5.89 1.15
F -3.33 -5.59 0.68
F -2.23 -6.89 2.08
C -1.51 -4.70 1.92
O -1.96 -3.42 1.51
C -1.30 -2.69 0.57
F -0.18 -3.29 0.14
F -0.92 -1.51 1.14
C -2.22 -2.33 -0.60
F -2.66 -3.47 -1.18
F -1.52 -1.63 -1.52
H -0.29 -6.85 0.42
H -1.88 -4.81 2.93
H -0.42 -4.76 1.96
H -3.07 -1.74 -0.26
F -5.26 -5.95 -6.20
C -5.36 -6.11 -4.86
F -6.66 -6.25 -4.55
C -4.80 -4.88 -4.14
F -5.55 -3.80 -4.43
F -4.97 -5.16 -2.81
C -3.31 -4.56 -4.30
O -2.99 -3.57 -5.25
C -2.69 -3.87 -6.54
F -2.72 -5.19 -6.78
F -1.43 -3.44 -6.80
C -3.61 -3.11 -7.51
F -4.90 -3.45 -7.30
F -3.28 -3.44 -8.78
H -4.82 -7.01 -4.56
H -3.01 -4.15 -3.35
H -2.73 -5.48 -4.46
H -3.49 -2.03 -7.37
F -3.92 -5.86 9.07
C -3.80 -7.18 9.33
F -3.80 -7.35 10.67
C -2.47 -7.71 8.77
F -1.44 -7.12 9.40
F -2.46 -9.04 9.10
C -2.27 -7.66 7.26
O -1.51 -6.57 6.78
C -2.09 -5.41 6.37
F -3.43 -5.44 6.44
F -1.77 -5.23 5.05
C -1.51 -4.20 7.11
F -1.76 -4.31 8.43
F -2.12 -3.08 6.65
H -4.64 -7.72 8.90
H -1.67 -8.54 7.02
H -3.23 -7.75 6.73
H -0.44 -4.13 6.94
F 7.49 2.03 -0.40
C 7.36 2.30 -1.72
F 7.86 1.25 -2.42
C 8.14 3.56 -2.10
F 9.46 3.35 -1.90
F 7.93 3.71 -3.44
C 7.70 4.88 -1.46
O 8.45 5.30 -0.34
C 8.09 5.00 0.93
F 6.97 4.26 0.98
F 7.83 6.16 1.58
C 9.23 4.32 1.69
F 9.57 3.17 1.09
F 8.81 4.04 2.95
H 6.30 2.41 -1.96
H 7.89 5.63 -2.22
H 6.63 4.88 -1.25
H 10.10 4.98 1.74
*
```

Results
- E (Ha) = -6249.050820
- orbital gap (eV) = 9.7
- structure (SMILES) = N=P(O)(O)COC[C@@H](CCN)O[C@@H](I)CCCC(F)(F)C(F)(F)F.FC(F)C(F)(F)COC(F)(F)C(F)F.FC(F)C(F)(F)COC(F)(F)C(F)F.FC(F)C(F)(F)COC(F)(F)C(F)F.FC(F)C(F)(F)COC(F)(F)C(F)F

---

# 2
DFT (wB97M-V/def2-TZVPD) results for C31H37N4RuSe as an isolated structure.

Geometry as ORCA input:
```
! wB97M-V def2-TZVPD RIJCOSX def2/J DEFGRID3
* xyz 0 6
Ru 0.46 -0.15 0.02
C 1.10 -2.61 1.66
C -0.18 -3.43 1.56
C -1.39 -2.68 0.95
N -1.07 -1.90 -0.22
C -1.38 -2.27 -1.45
C -1.74 -3.60 -1.80
C -2.31 -4.09 -2.95
C -2.84 -3.40 -4.03
C -2.84 -2.03 -4.23
C -2.16 -1.05 -3.54
C -1.29 -1.16 -2.42
N -0.44 -0.23 -2.08
C -0.31 1.01 -2.79
C -1.27 2.08 -2.24
C -0.79 2.74 -0.95
N -0.75 1.83 0.17
C -1.08 2.18 1.38
C -1.35 3.53 1.76
C -2.09 4.04 2.80
C -2.82 3.36 3.77
C -2.79 2.00 4.02
C -1.96 1.04 3.47
C -1.04 1.11 2.39
N -0.12 0.19 2.20
C 0.12 -0.80 3.23
C 1.28 -1.74 2.91
H 1.17 -1.95 0.75
H 1.95 -3.30 1.62
H -0.47 -3.81 2.54
H 0.02 -4.30 0.92
H -1.78 -1.97 1.68
H -2.19 -3.40 0.75
H -1.50 -4.34 -1.05
H -2.43 -5.17 -2.98
H -3.33 -4.00 -4.79
H -3.41 -1.68 -5.08
H -2.29 -0.05 -3.92
H -0.48 0.88 -3.87
H 0.73 1.36 -2.66
H -2.24 1.61 -2.04
H -1.40 2.86 -2.99
H -1.47 3.58 -0.75
H 0.22 3.15 -1.12
H -0.89 4.28 1.11
H -2.15 5.12 2.84
H -3.45 3.96 4.41
H -3.44 1.65 4.81
H -2.04 0.07 3.94
H -0.77 -1.41 3.42
H 0.35 -0.27 4.17
H 1.42 -2.38 3.78
H 2.19 -1.14 2.78
C 8.83 -0.03 0.22
C 7.33 0.04 0.11
C 6.56 -1.11 0.02
C 5.19 -1.06 -0.17
C 4.40 -2.33 -0.23
C 4.56 0.19 -0.26
Se 2.70 0.30 -0.80
C 5.31 1.36 -0.09
C 4.70 2.72 -0.11
C 6.68 1.26 0.09
H 9.16 -1.07 0.27
H 9.18 0.49 1.11
H 9.29 0.44 -0.65
H 7.04 -2.08 0.07
H 5.05 -3.20 -0.31
H 3.71 -2.32 -1.08
H 3.81 -2.43 0.68
H 3.62 2.67 0.04
H 4.89 3.21 -1.07
H 5.14 3.34 0.67
H 7.25 2.17 0.19
*
```

Results
- E (Ha) = -3918.667810
- orbital gap (alpha / beta) (eV) = 7.4 / 5.6
- <S²> = 8.794

---

# 3
DFT (wB97M-V/def2-TZVPD) results for C31H38BiN3O5P2Se6 as an isolated structure.

Geometry as ORCA input:
```
! wB97M-V def2-TZVPD RIJCOSX def2/J DEFGRID3
* xyz 0 1
Bi 0.75 0.55 -0.80
Se -2.65 0.42 0.25
Se -3.00 1.21 2.44
C -2.18 2.91 2.13
C -2.03 3.78 3.21
C -1.45 5.01 2.97
C -1.04 5.32 1.67
C -1.24 4.39 0.67
N -1.81 3.20 0.89
C -2.45 -1.42 0.77
C -3.26 -2.04 1.71
C -3.04 -3.37 1.99
C -2.04 -4.05 1.30
C -1.33 -3.35 0.34
N -1.50 -2.05 0.09
H -2.34 3.49 4.20
H -1.30 5.71 3.78
H -0.58 6.27 1.44
H -0.93 4.57 -0.35
H -4.05 -1.49 2.21
H -3.64 -3.89 2.73
H -1.83 -5.09 1.48
H -0.56 -3.84 -0.23
C 3.68 -1.09 1.47
P 2.30 -1.91 0.59
C 1.88 -3.17 1.84
C 3.16 -2.88 -0.71
C 4.30 -3.63 -0.41
C 4.96 -4.35 -1.39
C 4.49 -4.33 -2.70
C 3.36 -3.59 -3.01
C 2.68 -2.86 -2.03
P 1.19 -1.90 -2.51
C -0.01 -3.20 -2.95
C 1.62 -1.25 -4.17
H 4.37 -1.80 1.93
H 3.24 -0.48 2.27
H 4.23 -0.43 0.80
H 2.76 -3.75 2.15
H 1.12 -3.86 1.48
H 1.48 -2.65 2.71
H 4.68 -3.64 0.60
H 5.84 -4.92 -1.14
H 5.00 -4.88 -3.47
H 3.01 -3.58 -4.03
H 0.38 -3.82 -3.76
H -0.93 -2.72 -3.29
H -0.25 -3.83 -2.10
H 2.58 -0.74 -4.12
H 0.87 -0.51 -4.44
H 1.65 -2.03 -4.93
Se 3.35 0.78 -1.61
Se 3.25 2.99 -2.33
Se 1.78 2.69 -4.08
Se -0.16 2.09 -2.92
O 1.28 2.58 0.37
C 1.43 3.02 1.51
C 1.14 2.37 2.75
C 1.33 3.14 3.91
C 1.00 2.63 5.13
C 0.49 1.32 5.26
C 0.31 0.55 4.16
C 0.62 1.03 2.83
O 0.43 0.30 1.83
N 1.16 3.45 6.32
O 1.62 4.57 6.18
O 0.83 2.97 7.39
H 1.82 4.04 1.61
H 1.71 4.15 3.83
H 0.24 0.95 6.25
H -0.10 -0.45 4.23
C -4.13 3.15 -2.49
C -4.11 1.90 -3.34
O -3.19 1.00 -2.76
C -3.23 -0.31 -3.27
C -2.81 -0.41 -4.73
H -4.85 3.87 -2.88
H -3.14 3.62 -2.49
H -4.40 2.91 -1.46
H -3.82 2.14 -4.37
H -5.11 1.44 -3.38
H -4.23 -0.73 -3.12
H -2.54 -0.89 -2.64
H -3.57 -0.04 -5.41
H -2.61 -1.45 -5.00
H -1.89 0.16 -4.88
*
```

Results
- E (Ha) = -17050.442887
- orbital gap (eV) = 7.1

---

# 4
DFT (wB97M-V/def2-TZVPD) results for C31H38ClGeN4O2SeTi as an isolated structure.

Geometry as ORCA input:
```
! wB97M-V def2-TZVPD RIJCOSX def2/J DEFGRID3
* xyz 1 3
Ti -0.03 -0.84 0.39
Cl -3.54 -4.41 5.46
C -3.00 -3.44 4.13
C -3.65 -2.24 3.83
C -3.23 -1.48 2.77
C -2.14 -1.87 1.98
O -1.79 -1.10 0.94
C -1.48 -3.08 2.29
C -0.35 -3.59 1.53
N 0.32 -2.88 0.70
C 1.38 -3.34 -0.11
C 2.07 -4.53 0.09
C 3.07 -4.89 -0.81
C 3.36 -4.09 -1.89
C 2.68 -2.88 -2.11
C 2.92 -2.03 -3.23
C 2.16 -0.88 -3.37
C 1.23 -0.53 -2.43
N 0.99 -1.28 -1.30
C 1.69 -2.49 -1.18
C -1.94 -3.86 3.36
H -4.49 -1.93 4.43
H -3.74 -0.56 2.51
H -0.10 -4.64 1.69
H 1.85 -5.16 0.94
H 3.61 -5.81 -0.65
H 4.12 -4.39 -2.60
H 3.67 -2.31 -3.96
H 2.30 -0.24 -4.23
H 0.63 0.37 -2.54
H -1.45 -4.80 3.59
C 2.93 3.30 2.23
Ge 3.95 1.64 2.11
C 5.68 1.90 2.97
C 4.20 0.98 0.29
C 3.09 0.19 3.15
Se 1.30 -0.47 2.75
C 0.25 1.01 3.44
H 3.42 4.06 1.63
H 2.93 3.65 3.26
H 1.90 3.22 1.90
H 6.25 2.65 2.43
H 6.26 0.97 2.97
H 5.56 2.23 4.00
H 4.59 1.78 -0.35
H 3.30 0.58 -0.18
H 4.94 0.18 0.31
H 3.06 0.43 4.21
H 3.72 -0.70 3.06
H 0.70 1.95 3.15
H 0.20 0.93 4.53
H -0.76 0.94 3.02
C -5.99 2.31 -2.36
C -4.94 2.61 -3.41
N -3.58 2.25 -2.98
C -2.95 1.09 -3.61
C -3.57 -0.24 -3.21
C -2.97 3.09 -2.12
O -3.45 4.15 -1.76
C -1.62 2.71 -1.58
C -0.54 3.59 -1.71
C 0.67 3.26 -1.12
C 0.76 2.08 -0.40
N -0.27 1.25 -0.25
C -1.44 1.57 -0.83
H -6.98 2.58 -2.74
H -5.80 2.89 -1.46
H -6.00 1.25 -2.11
H -4.94 3.67 -3.65
H -5.13 2.06 -4.33
H -1.89 1.10 -3.39
H -3.04 1.22 -4.69
H -3.51 -0.40 -2.13
H -3.05 -1.06 -3.71
H -4.62 -0.29 -3.49
H -0.67 4.51 -2.26
H 1.53 3.90 -1.21
H 1.69 1.77 0.06
H -2.26 0.88 -0.66
*
```

Results
- E (Ha) = -7361.493535
- orbital gap (alpha / beta) (eV) = 4.9 / 7.5
- <S²> = 2.043

---

# 5
DFT (wB97M-V/def2-TZVPD) results for a 2-piece molecular cluster, C31H38N2O4 overall.

Geometry as ORCA input:
```
! wB97M-V def2-TZVPD RIJCOSX def2/J DEFGRID3
* xyz 0 1
C -1.08 5.17 -2.32
C -1.22 4.51 -0.98
O -0.28 3.43 -1.05
C -0.15 2.68 0.05
C 1.00 1.75 -0.01
C 2.16 2.12 0.88
C 1.73 2.12 2.34
C 2.79 3.46 0.47
C 1.36 1.39 -1.38
O 0.62 1.44 -2.36
O 2.64 0.93 -1.46
C 3.34 1.07 -2.74
C 2.75 0.26 -3.86
O -0.91 2.82 1.01
H -1.57 6.14 -2.34
H -0.03 5.29 -2.57
H -1.53 4.54 -3.09
H -0.96 5.19 -0.16
H -2.23 4.11 -0.82
H 2.90 1.32 0.76
H 1.66 1.08 2.66
H 2.47 2.62 2.97
H 0.75 2.59 2.46
H 2.94 3.49 -0.61
H 2.15 4.30 0.77
H 3.76 3.58 0.97
H 3.34 2.14 -3.01
H 4.36 0.74 -2.52
H 3.35 0.41 -4.76
H 2.75 -0.80 -3.61
H 1.73 0.60 -4.05
C 0.19 -0.04 4.12
C 0.44 -1.10 3.13
N 0.98 -2.29 3.51
C 1.52 -2.56 4.83
C 0.88 -3.23 2.48
C 0.23 -2.60 1.39
C -0.26 -3.41 0.37
C 0.03 -4.78 0.37
C 0.75 -5.36 1.43
C 1.16 -4.59 2.52
C 0.06 -1.19 1.75
C -0.46 -0.18 0.93
C -1.35 -0.41 -0.16
C -2.77 -0.38 -0.03
C -3.57 -0.17 1.18
N -3.33 -0.75 -1.22
C -4.74 -1.04 -1.41
C -2.33 -1.03 -2.15
C -1.08 -0.84 -1.51
C 0.07 -1.32 -2.14
C -0.03 -1.90 -3.40
C -1.29 -2.08 -4.02
C -2.47 -1.65 -3.39
H -0.26 0.82 3.61
H -0.50 -0.35 4.93
H 1.12 0.29 4.60
H 2.11 -3.48 4.78
H 2.16 -1.73 5.15
H 0.72 -2.69 5.57
H -0.88 -2.96 -0.41
H -0.31 -5.40 -0.45
H 0.98 -6.43 1.40
H 1.66 -5.02 3.39
H -0.49 0.81 1.38
H -2.92 0.29 1.94
H -4.42 0.51 1.00
H -3.95 -1.11 1.60
H -4.94 -1.09 -2.48
H -5.03 -2.00 -0.95
H -5.34 -0.24 -0.95
H 1.02 -1.25 -1.60
H 0.88 -2.22 -3.91
H -1.34 -2.56 -4.99
H -3.46 -1.81 -3.81
*
```

Results
- E (Ha) = -1614.479342
- orbital gap (eV) = 6.1

---

Values of F_max, in order: 0.516, 1.850, 0.468, 0.747, 2.594, all in eV/A.